Computed, not measured: a structure of composition C43H30MnN8O2P, with ωB97M-V/def2-TZVPD.

Geometry as XYZ:
```
85
Properties=species:S:1:pos:R:3:forces:R:3
Mn -0.86856 -0.43723 0.04099 -0.13 -0.62 0.17
P -0.83764 -2.66978 -0.91127 0.15 0.19 0.07
O -2.87807 0.66180 -2.91646 -0.06 0.06 0.17
O -1.18335 -0.03070 -1.67902 0.32 0.11 -0.04
N -2.58423 0.66831 0.64232 -0.04 0.08 0.05
N 1.10494 0.31916 0.30135 0.35 0.22 0.03
N -0.37532 -1.17991 1.91244 -0.04 0.09 -0.01
N -3.12454 5.35452 0.11801 -0.04 -0.27 -0.02
N 0.73785 2.34593 -3.91613 0.10 -0.07 -0.16
N 0.13230 2.53806 -1.20857 0.16 -0.06 -0.04
N 8.13764 0.12009 0.59146 0.27 -0.02 -0.03
N 0.44702 -1.92596 4.43228 0.08 -0.01 0.08
C -3.15259 -3.02814 -4.84700 -0.01 0.03 -0.03
C 1.37419 -2.95609 -2.55945 -0.04 0.03 0.04
C 0.87514 -0.91264 2.32577 -0.11 0.02 0.08
C 1.83868 0.95646 -0.63469 -0.19 -0.02 0.22
C -3.33791 4.23743 0.28734 0.05 0.42 0.04
C -3.55610 2.83916 0.50367 -0.10 -0.23 0.01
C -2.30530 -1.62618 -3.07938 -0.06 -0.07 0.03
C 3.12069 -0.22620 1.46917 -0.05 0.02 0.06
C 6.04783 0.38645 1.71020 0.02 0.00 0.01
C -2.59169 -4.14347 -4.24222 0.02 -0.03 0.04
C -1.73830 -2.74828 -2.46894 -0.07 -0.08 0.03
C -1.40760 -5.85274 1.60898 -0.03 -0.03 0.04
C 3.89255 0.33586 0.45158 0.02 0.00 0.01
C 6.10607 0.09044 -0.66082 0.01 0.00 -0.01
C 5.36424 0.27536 0.50255 0.15 0.01 0.03
C -2.46016 1.98802 0.48171 -0.04 0.08 0.05
C -2.18462 -0.23991 -2.53298 -0.09 0.10 -0.53
C 2.73262 -3.05686 -2.81936 0.05 -0.02 0.00
C 3.64011 -3.13551 -1.77194 0.00 0.00 -0.05
C -1.89632 -4.00626 -3.05019 0.00 -0.03 0.03
C 1.10994 1.74353 -1.65649 -0.12 0.01 -0.11
C -2.76859 -5.75750 1.86125 0.03 -0.01 0.01
C -2.90982 -3.85339 0.40371 -0.02 -0.01 -0.01
C 1.74850 -0.23127 1.35270 0.06 0.10 -0.19
C -0.77725 -2.19859 4.00572 -0.08 -0.03 -0.03
C 1.41645 1.65494 -3.00552 -0.01 0.04 0.12
C 0.91731 -2.93635 -1.24060 -0.04 0.04 -0.07
C -4.94460 0.93178 0.87085 -0.06 0.03 0.01
C -3.52291 -4.76112 1.25044 -0.05 0.02 -0.01
C -0.21450 3.14931 -3.47678 -0.05 0.04 0.19
C -4.82480 2.30345 0.70182 0.05 -0.02 -0.02
C 1.83785 -2.99524 -0.18958 -0.08 -0.06 -0.01
C -0.50983 3.25563 -2.11503 -0.08 0.03 -0.13
C -1.53480 -3.93641 0.16191 0.01 -0.06 -0.03
C -0.78641 -4.94578 0.76023 0.07 0.03 -0.03
C 7.48895 0.01338 -0.56082 -0.14 0.00 -0.01
C 3.22433 0.94958 -0.60035 -0.05 -0.05 -0.01
C -3.80847 0.15119 0.82884 0.03 0.03 0.03
C 1.26278 -1.28723 3.60864 0.05 0.03 -0.03
C 7.43487 0.30961 1.69938 -0.19 0.01 0.01
C -3.01779 -1.77818 -4.26337 -0.04 0.01 -0.02
C -1.20239 -1.81819 2.74256 0.00 0.00 -0.05
C 3.19153 -3.10310 -0.45786 0.02 -0.02 0.06
H 1.49933 -2.96411 0.84026 0.00 -0.09 -0.05
H 4.69907 -3.22875 -1.97736 -0.02 0.00 0.00
H -0.77046 3.72451 -4.20756 0.04 -0.02 -0.01
H -2.70159 -5.12215 -4.69113 0.01 0.02 0.02
H 5.62698 -0.01627 -1.62705 0.00 0.00 0.03
H 3.90090 -3.16782 0.35864 -0.02 0.00 -0.03
H 2.20548 0.99880 -3.35957 -0.03 0.01 -0.02
H 7.99746 0.40803 2.62116 -0.01 -0.01 -0.03
H -3.87138 -0.92481 0.94065 0.00 -0.01 0.00
H -3.70024 -3.13140 -5.77491 0.02 0.00 0.03
H 0.26961 -5.05302 0.54909 0.01 0.04 0.00
H 2.25174 -1.05313 3.98452 -0.03 -0.01 -0.02
H 3.60733 -0.70358 2.30837 -0.02 -0.01 -0.02
H -3.45736 -0.90108 -4.72055 0.02 -0.02 0.04
H -2.19914 -2.03924 2.38703 -0.02 -0.01 0.01
H -0.82588 -6.64526 2.06179 -0.02 0.02 -0.01
H -4.59082 -4.70659 1.42098 0.03 0.00 -0.01
H -3.24863 -6.47204 2.51782 0.02 0.02 -0.02
H -1.43777 -2.72945 4.68059 0.00 0.03 -0.03
H -1.48068 -4.88349 -2.56838 0.00 -0.01 0.00
H 5.53020 0.56577 2.64498 -0.01 0.00 -0.04
H -3.50870 -3.10597 -0.10904 0.00 0.00 0.01
H 3.77237 1.47162 -1.37274 0.01 0.02 0.01
H 3.07986 -3.08413 -3.84388 0.00 0.00 0.01
H -5.69496 2.94591 0.71335 0.00 0.00 0.00
H -5.91226 0.47346 1.02084 0.03 0.01 0.00
H 0.67406 -2.89463 -3.38154 0.00 0.00 -0.02
H 8.09595 -0.14162 -1.44585 -0.01 0.01 0.03
H -1.46193 2.37121 0.30014 -0.02 0.01 0.04
H -1.28937 3.93159 -1.77316 0.07 -0.07 0.01
```
Positions in Å, forces in eV/Å.

Calculated values
2S+1: 5
E_LUMO (alpha / beta): -0.272 / -0.255 Eh
Expectation value of S²: 6.13
Total charge: +2
Energy relative to the best compared isomer or geometry (same formula, charge and spin): 74.5 kJ/mol

In elementary charge units, the Löwdin charges are: 0.860, 1.128, 0.143, -0.201, -0.010, 0.099, 0.025, 0.211, 0.117, 0.119, 0.088, 0.140, -0.019, -0.055, -0.177, -0.158, -0.158, -0.166, -0.127, 0.058, -0.002, -0.031, -0.301, -0.045, -0.114, -0.007, -0.180, -0.051, -0.523, -0.043, -0.045, -0.064, -0.236, -0.042, -0.115, -0.202, -0.055, -0.063, -0.327, -0.001, -0.053, -0.074, 0.048, -0.112, -0.078, -0.369, -0.066, -0.110, 0.085, -0.092, -0.021, -0.108, 0.020, -0.061, -0.058, 0.097, 0.120, 0.124, 0.123, 0.114, 0.121, 0.125, 0.120, 0.103, 0.125, 0.105, 0.133, 0.126, 0.134, 0.107, 0.121, 0.119, 0.121, 0.131, 0.123, 0.117, 0.105, 0.141, 0.121, 0.143, 0.128, 0.111, 0.118, 0.102, 0.107


Computed, not measured: a structure of composition C43H31IN5O3PSSn at a distorted geometry, with ωB97M-V/def2-TZVPD.

Geometry as XYZ:
```
86
Properties=species:S:1:pos:R:3:forces:R:3
I -1.40183 2.95055 -0.95756 -0.40 0.29 -0.56
Sn 0.35826 0.34718 0.01458 0.33 0.52 0.42
S 6.13911 5.37908 5.57931 -0.65 -0.81 0.55
P -1.39970 -0.18935 -2.22337 -0.43 -0.12 -0.67
O 6.18318 6.43421 6.56369 0.15 0.10 -0.02
O 7.24509 4.43376 5.58607 0.27 0.31 -0.14
O 5.64844 5.75881 4.27152 0.14 0.15 -0.10
N -0.05867 -2.42069 1.37150 2.33 -0.28 -1.33
N 4.18614 3.61744 5.22838 -1.07 -0.77 -0.68
N 1.37962 1.08423 2.10954 -0.37 -0.36 -0.42
N 0.79085 -1.85982 0.59222 -2.36 -0.14 1.61
N 4.77190 3.90540 7.47519 -0.06 -0.14 0.90
C 3.30472 2.66651 5.54141 0.56 0.43 1.06
C -2.81951 4.36692 -3.09457 0.25 -0.28 0.37
C -3.81679 -1.27733 -1.35105 0.05 -0.02 -0.16
C 2.17794 2.14586 2.03899 0.21 0.28 -0.03
C 4.84949 4.19743 6.19294 1.17 1.09 -0.64
C 4.05504 -4.12185 -0.63988 0.01 0.12 -0.06
C 1.73427 0.99551 4.45838 0.09 0.16 -0.10
C -2.98689 -0.32643 -4.39879 0.09 0.28 0.23
C 1.98285 -0.88874 -4.30446 0.10 0.02 -0.08
C -2.12435 -2.34382 2.49652 0.42 -0.03 -0.12
C -1.35221 -0.37247 1.24788 0.42 -0.36 -0.04
C -1.88547 -2.69494 -1.15195 -0.10 0.01 -0.18
C -2.49423 0.59798 -3.49854 0.01 -0.38 0.05
C -3.58054 4.68549 -4.21906 -0.19 -0.19 -0.35
C 1.15902 0.53061 3.29318 -0.05 -0.16 0.46
C 2.79493 2.68874 3.14190 -0.10 -0.14 0.09
C 3.13643 2.28707 6.87308 -0.09 -0.04 -0.40
C -3.97193 3.68052 -5.05052 0.04 0.25 0.11
C -2.46679 -1.50923 -1.59289 0.08 0.05 0.09
C 3.92705 2.94639 7.81035 -0.10 0.05 -0.22
C -0.21144 -1.04698 -3.31339 0.11 0.02 0.30
C 3.89885 -2.81473 -1.07379 0.23 -0.19 -0.07
C 2.58623 2.09780 4.39248 -0.16 -0.17 -0.48
C -4.58935 -2.25199 -0.74595 -0.07 0.04 0.06
C -4.06295 1.35372 -5.69688 0.06 -0.29 0.09
C 2.81568 -2.06827 -0.66278 -0.45 0.29 0.19
C -3.77603 0.03660 -5.49075 -0.13 0.21 -0.18
C -2.53183 0.25297 1.60636 0.19 0.30 -0.10
C 1.86557 -2.62457 0.19539 1.35 -1.18 -0.40
C 0.94433 -0.32124 -3.59123 -0.10 0.16 0.06
C 0.72963 -2.92667 -4.47574 -0.01 -0.11 -0.06
C -0.31639 -2.35515 -3.77266 -0.02 0.02 -0.05
C 3.10742 -4.68723 0.20133 0.01 -0.05 0.01
C -3.28828 -1.68472 2.82163 -0.20 0.12 0.10
C -4.01334 -3.44835 -0.34937 -0.05 -0.08 -0.02
C -2.81286 1.98144 -3.65630 -0.16 0.00 -0.22
C -1.15937 -1.70269 1.70537 -1.50 1.52 0.38
C -2.66018 -3.66748 -0.55057 -0.04 -0.05 0.01
C -3.49434 -0.38774 2.37459 0.01 -0.15 0.08
C 1.88128 -2.20190 -4.73443 0.05 0.01 0.01
C -3.60750 2.34121 -4.80069 0.12 -0.06 0.16
C 2.01839 -3.95206 0.61469 -0.14 0.15 0.04
C -2.46050 3.07075 -2.81724 0.21 0.36 0.57
H -4.61618 -4.20411 0.13011 -0.08 -0.09 0.03
H -3.86259 5.70904 -4.40553 -0.01 0.11 -0.03
H 4.91358 -4.69633 -0.95294 0.06 -0.05 -0.04
H 3.87416 2.70408 8.86512 -0.08 -0.08 0.04
H 0.64454 -3.94935 -4.81480 0.01 -0.06 -0.04
H -2.52435 5.15840 -2.42379 0.04 0.04 0.08
H -4.58109 3.89459 -5.91447 -0.07 -0.01 -0.14
H 1.01716 0.70321 -3.23859 0.10 -0.02 0.02
H 0.49201 -0.31776 3.29781 -0.09 -0.12 0.12
H -0.82307 -2.85312 -1.28099 0.00 -0.10 -0.03
H -2.71582 1.27058 1.28557 -0.06 0.03 -0.03
H 1.51545 0.49630 5.38867 0.03 -0.04 0.10
H 2.31966 2.56544 1.05244 0.06 0.07 -0.11
H -4.04183 -2.17269 3.42244 -0.02 -0.06 0.03
H 2.87357 -0.31216 -4.50870 0.06 0.02 -0.03
H -2.75524 -1.37392 -4.26424 0.02 -0.01 0.01
H -4.14401 -0.71979 -6.16499 -0.02 -0.10 -0.09
H -5.64232 -2.06985 -0.58070 -0.04 -0.02 0.05
H -2.19781 -4.58823 -0.22749 0.01 -0.11 0.06
H -4.41164 0.12515 2.62389 -0.07 0.06 0.04
H 2.42994 1.53059 7.17313 -0.07 -0.11 0.08
H -4.25871 -0.33309 -1.64245 -0.07 -0.01 -0.05
H -1.95054 -3.35503 2.83487 0.08 -0.09 -0.02
H 2.70185 -2.66244 -5.26186 0.08 -0.05 -0.09
H 4.63221 -2.37791 -1.73282 0.07 0.08 -0.07
H 2.69476 -1.04574 -0.99783 0.03 0.01 -0.04
H 1.26837 -4.37136 1.26532 0.02 -0.11 0.06
H -4.65244 1.66098 -6.54781 -0.07 0.06 -0.07
H -1.20151 -2.94280 -3.57119 -0.01 -0.01 0.00
H 3.44687 3.54680 3.07285 0.07 0.05 -0.02
H 3.22660 -5.70722 0.53498 -0.02 -0.07 0.04
```
Positions in Å, forces in eV/Å.

Calculated values
E_LUMO: -0.093 Eh

In elementary charge units, the Löwdin charges are: 0.982, 0.975, 0.398, 0.929, -0.357, -0.362, -0.373, 0.117, 0.147, -0.100, -0.065, 0.135, -0.220, -0.176, -0.082, -0.136, -0.350, -0.066, 0.019, -0.085, -0.077, -0.011, -0.272, -0.132, -0.276, -0.066, -0.127, 0.037, 0.005, -0.027, -0.383, -0.111, -0.376, -0.067, -0.112, -0.069, -0.019, -0.033, -0.050, -0.129, -0.276, -0.128, -0.066, -0.098, -0.068, -0.070, -0.077, -0.184, -0.358, -0.076, -0.056, -0.076, -0.155, -0.012, -0.552, 0.107, 0.112, 0.108, 0.108, 0.108, 0.079, 0.116, 0.094, 0.098, 0.094, 0.050, 0.111, 0.099, 0.109, 0.110, 0.100, 0.111, 0.109, 0.112, 0.111, 0.093, 0.113, 0.119, 0.106, 0.111, 0.067, 0.105, 0.118, 0.101, 0.126, 0.109